(1)
Computed, not measured: C21H31BF9N5NaO2P as an isolated structure, with ωB97M-V with the def2-TZVPD basis set.

Calculated values
HOMO level ... -3.0 eV
Largest force on an atom ... 1.7 eV/Å
DFT total energy ... -72674.8658 eV
Orbital gap ... 6.72 eV
Relative energy (zero: lowest compared OMol25 entry of this formula, charge and spin) ... 14.3 kcal/mol
Total charge ... -2
Multiplicity ... 1

Geometry (Å):
Na  -1.228  0.111  -0.450
O  2.353  -0.579  0.396
C  2.122  -1.716  1.218
C  2.016  -2.982  0.383
C  0.810  -3.005  -0.563
C  -0.489  -3.215  0.160
C  -0.857  -4.494  0.576
C  -2.040  -4.675  1.262
C  -2.844  -3.574  1.516
C  -2.415  -2.342  1.063
N  -1.267  -2.157  0.407
H  1.606  0.037  0.539
H  1.210  -1.578  1.808
H  2.954  -1.819  1.925
H  1.977  -3.843  1.060
H  2.932  -3.078  -0.209
H  0.929  -3.795  -1.305
H  0.758  -2.066  -1.112
H  -0.217  -5.331  0.330
H  -2.340  -5.664  1.586
H  -3.782  -3.663  2.046
H  -3.021  -1.456  1.226
N  1.184  -3.032  5.632
C  0.406  -2.442  5.004
N  -0.558  -1.828  4.330
C  -0.308  -0.622  3.924
N  -0.127  0.486  3.602
C  1.521  2.038  -2.527
P  0.669  0.408  -2.626
C  2.022  -0.652  -3.253
C  -0.319  0.633  -4.152
H  1.999  2.313  -3.472
H  2.279  1.994  -1.742
H  0.797  2.810  -2.257
H  2.455  -0.243  -4.171
H  1.624  -1.647  -3.450
H  2.792  -0.726  -2.483
H  0.284  1.013  -4.981
H  -1.152  1.310  -3.956
H  -0.733  -0.341  -4.420
O  0.230  1.047  1.002
C  0.342  1.673  2.073
C  1.774  2.026  2.516
C  2.040  3.530  2.558
C  1.653  4.291  1.280
C  0.194  4.755  1.278
C  -0.830  3.622  1.248
N  -0.674  2.638  2.316
H  2.433  1.561  1.780
H  2.010  1.581  3.480
H  3.107  3.662  2.759
H  1.517  3.985  3.406
H  1.842  3.659  0.406
H  2.297  5.169  1.176
H  0.007  5.412  0.422
H  0.029  5.365  2.177
H  -0.766  3.081  0.305
H  -1.840  4.032  1.289
H  -0.575  3.057  3.231
F  -3.542  0.984  -2.594
C  -3.372  1.209  -1.206
F  -4.496  0.552  -0.638
C  -3.750  2.674  -1.065
F  -2.797  3.474  -1.606
F  -3.862  3.027  0.234
F  -4.918  3.059  -1.650
F  -0.470  -2.633  -3.286
B  -0.421  -3.945  -3.814
F  -0.996  -4.840  -2.890
F  -1.107  -4.000  -5.037
F  0.938  -4.292  -4.010

Atomic partial charges in e from the Mulliken method, atoms 1 to 2: atom 1 (Na): 0.6559, atom 2 (O): -0.5813

(2)
Computed, not measured: an isolated ion of composition C4H8NS and charge +1, with ωB97M-V with the def2-TZVPD basis set.

Calculated values
HOMO level (spin up / spin down) ... -13.3 / -13.3 eV
Largest force on an atom ... 8.8 eV/Å
DFT total energy ... -16591.4775 eV
Orbital gap (spin up / spin down) ... 8.49 / 8.49 eV
Relative energy (zero: lowest compared OMol25 entry of this formula, charge and spin) ... 90.6 kcal/mol
Total charge ... +1
Multiplicity ... 1

Geometry (Å):
C  -2.142  -0.671  -0.840
C  -1.821  0.232  0.329
S  -0.806  1.672  -0.253
C  0.650  1.065  0.129
C  1.849  0.410  -0.236
N  3.044  0.091  0.479
H  -2.486  -0.357  -1.817
H  -1.287  -1.351  -1.116
H  -2.888  -1.438  -0.471
H  -1.229  -0.240  1.049
H  -2.789  0.690  0.781
H  3.585  0.891  0.724
H  3.538  -0.728  -0.199
H  2.782  -0.265  1.441

Atomic partial charges in e from the natural (NBO) method, atoms 1 to 2: atom 1 (C): -0.6630, atom 2 (C): -0.4814

(3)
Computed, not measured: C22H25ClLaN2PS as an isolated structure, with ωB97M-V with the def2-TZVPD basis set.

Calculated values
HOMO level ... -14.3 eV
Largest force on an atom ... 2.3 eV/Å
DFT total energy ... -59693.2833 eV
Orbital gap ... 7.69 eV
Relative energy (zero: lowest compared OMol25 entry of this formula, charge and spin) ... 10.3 kcal/mol
Total charge ... +2
Multiplicity ... 1

Geometry (Å):
La  -0.147  0.062  1.742
Cl  1.938  -1.403  2.200
P  -0.721  -0.493  -0.874
C  -0.537  0.035  -2.565
C  -1.621  0.580  -3.267
C  -1.451  0.990  -4.590
C  -0.206  0.862  -5.220
C  0.883  0.347  -4.499
C  0.739  -0.036  -3.165
C  -0.648  -2.313  -0.771
C  -0.715  -2.929  0.496
C  -0.182  -4.211  0.649
C  0.142  -4.952  -0.491
C  -0.056  -4.428  -1.764
C  -0.400  -3.085  -1.917
C  -2.422  -0.166  -0.285
C  -2.715  0.751  0.767
C  -3.940  0.612  1.433
C  -4.902  -0.266  0.958
C  -4.662  -1.042  -0.182
C  -3.427  -0.975  -0.815
H  -1.240  -2.451  1.346
H  -0.010  -4.606  1.644
H  0.528  -5.957  -0.364
H  0.096  -5.060  -2.644
H  -0.478  -2.642  -2.905
H  -2.586  0.693  -2.768
H  -2.300  1.406  -5.135
H  -0.086  1.173  -6.265
H  1.850  0.245  -4.992
H  1.596  -0.396  -2.588
H  -2.053  1.614  0.989
H  -4.139  1.210  2.325
H  -5.867  -0.349  1.455
H  -5.425  -1.705  -0.567
H  -3.209  -1.607  -1.683
H  -2.004  2.856  -1.866
H  -2.396  2.655  -1.258
S  1.177  2.240  0.873
C  2.426  2.137  2.090
N  3.700  2.242  1.753
C  4.798  2.558  2.685
C  4.464  2.056  4.065
C  3.049  2.460  4.430
N  2.118  1.945  3.404
H  3.857  2.392  0.753
H  4.917  3.647  2.690
H  5.713  2.099  2.307
H  5.153  2.501  4.787
H  4.574  0.966  4.115
H  2.952  3.557  4.479
H  2.741  2.027  5.382
H  1.133  2.156  3.623

Atomic partial charges in e from the natural (NBO) method, atoms 1 to 2: atom 1 (La): 1.7801, atom 2 (Cl): -0.5684